(1)
Here is a structure of composition C24H42ClNNbO5S2 at a distorted geometry from the OMol25 dataset. Energies are from ωB97M-V with the def2-TZVPD basis set.

## Properties
E_HOMO (eV): -3.94
Energy (Ha): -2684.03709
Multiplicity: 1
Gap between HOMO and LUMO (Ha): 0.211
Net charge: -1

Each line ends with the Löwdin charge.
Atoms and positions in Å:
C  -2.19  0.27  -1.25  -0.08
C  -1.29  -0.33  -1.83  -0.31
Nb  0.47  -1.72  -2.23  1.54
C  1.88  -0.31  -1.14  -0.36
N  2.15  -2.89  -2.79  -0.26
Cl  0.91  -0.36  -4.28  -0.10
C  -0.81  -3.18  -3.44  -0.39
C  -0.94  -2.80  -4.96  -0.39
C  -1.88  -3.89  -5.62  -0.15
C  0.22  -2.82  -0.29  -0.28
C  -1.08  -3.64  -0.06  -0.47
C  -0.86  -5.10  -0.57  -0.07
O  -2.26  -3.01  -0.53  -0.15
C  -3.42  -3.77  -0.33  -0.19
C  -4.62  -2.97  -0.83  -0.18
C  -4.56  -2.31  -2.05  -0.04
C  -5.61  -1.59  -2.59  -0.08
C  -6.82  -1.55  -1.87  -0.11
C  -6.88  -2.18  -0.64  -0.12
C  -5.81  -2.89  -0.11  -0.05
H  -3.08  0.67  -0.82  -0.01
H  2.84  -0.20  -1.68  -0.03
H  1.40  0.66  -0.95  -0.04
H  2.12  -0.76  -0.16  -0.03
H  2.58  -2.41  -3.58  -0.06
H  1.84  -3.79  -3.17  -0.04
H  -1.85  -3.31  -3.09  0.01
H  -0.32  -4.18  -3.40  0.02
H  0.02  -2.87  -5.48  0.06
H  -1.47  -1.85  -5.09  0.06
H  -2.46  -3.50  -6.47  0.05
H  -2.55  -4.35  -4.88  0.05
H  -1.23  -4.70  -6.01  0.06
H  1.05  -3.54  -0.23  0.04
H  0.38  -2.14  0.57  0.02
H  -1.19  -3.74  1.05  0.13
H  -1.15  -5.24  -1.63  0.06
H  -1.55  -5.75  0.01  0.07
H  0.14  -5.48  -0.36  0.07
H  -3.57  -4.02  0.74  0.13
H  -3.44  -4.71  -0.93  0.13
H  -3.63  -2.36  -2.63  0.10
H  -5.55  -1.10  -3.56  0.11
H  -7.68  -1.02  -2.29  0.10
H  -7.84  -2.12  -0.11  0.10
H  -5.91  -3.39  0.86  0.11
C  2.35  0.06  3.80  -0.22
C  2.73  1.42  4.41  -0.21
C  2.43  2.49  3.36  -0.24
S  1.09  1.84  2.35  0.67
O  1.58  1.63  1.01  -0.31
O  -0.11  2.60  2.61  -0.33
C  0.98  0.26  3.17  -0.22
H  2.34  -0.73  4.55  0.11
H  3.08  -0.21  3.03  0.12
H  2.13  1.60  5.30  0.12
H  3.78  1.45  4.71  0.11
H  2.11  3.42  3.81  0.07
H  3.28  2.67  2.71  0.09
H  0.72  -0.51  2.44  0.10
H  0.20  0.33  3.93  0.11
C  4.37  8.03  2.28  -0.22
C  2.86  7.77  2.27  -0.21
C  2.65  6.25  2.27  -0.21
S  4.08  5.55  3.09  0.66
O  4.82  4.77  2.13  -0.31
O  3.68  5.02  4.37  -0.33
C  4.94  7.10  3.35  -0.23
H  4.60  9.07  2.50  0.11
H  4.80  7.78  1.31  0.12
H  2.41  8.21  3.17  0.12
H  2.38  8.24  1.41  0.11
H  1.75  5.97  2.81  0.11
H  2.62  5.86  1.25  0.11
H  6.01  6.95  3.26  0.11
H  4.69  7.45  4.35  0.11



(2)
Here is a structure of composition C58H70N2O10Sn at a distorted geometry from the OMol25 dataset. Energies are from ωB97M-V with the def2-TZVPD basis set.

## Properties
E_HOMO (eV): -2.09
Energy (Ha): -3328.56467
Multiplicity: 1
Gap between HOMO and LUMO (Ha): 0.217
Relative energy (zero: lowest compared OMol25 entry of this formula, charge and spin) (eV): 1.029
Net charge: -2

Each line ends with the Löwdin charge.
Atoms and positions in Å:
Sn  1.28  -0.69  2.38  1.69
C  -1.64  1.28  4.01  -0.07
O  -1.06  0.93  2.78  -0.20
C  -1.90  1.23  1.72  -0.18
C  -3.07  0.50  1.54  -0.12
C  -3.24  -0.84  2.20  -0.08
C  -2.98  -1.91  1.17  -0.13
C  -4.02  -2.39  0.40  -0.02
C  -3.83  -3.36  -0.58  -0.20
C  -2.53  -3.84  -0.74  -0.01
C  -1.47  -3.38  0.01  -0.13
C  -0.08  -3.93  -0.22  -0.08
C  0.59  -3.15  -1.30  -0.11
C  0.22  -3.33  -2.63  0.02
C  0.75  -2.56  -3.66  -0.17
C  1.56  -1.49  -3.30  0.02
C  1.96  -1.27  -1.99  -0.11
C  2.81  -0.08  -1.63  -0.07
C  2.00  1.19  -1.58  -0.12
C  2.18  2.19  -2.52  -0.01
C  1.56  3.43  -2.43  -0.20
C  0.73  3.64  -1.33  -0.01
C  0.52  2.67  -0.37  -0.13
C  -0.26  2.96  0.89  -0.07
C  -1.62  2.31  0.88  -0.11
C  -2.63  2.79  0.05  0.03
C  -3.89  2.20  0.02  -0.18
C  -4.05  1.01  0.71  0.01
C  -5.09  2.85  -0.66  -0.56
C  -5.64  1.92  -1.75  -0.05
C  -4.76  4.20  -1.30  -0.07
C  -6.16  3.09  0.42  -0.05
C  1.14  1.39  -0.47  -0.32
O  0.94  0.47  0.40  -0.20
C  1.87  4.50  -3.48  -0.56
C  1.53  3.99  -4.89  -0.06
C  1.11  5.81  -3.27  -0.08
C  3.38  4.84  -3.43  -0.06
C  1.55  -2.18  -1.01  -0.18
O  2.13  -2.14  0.25  -0.23
C  3.15  -3.09  0.41  -0.05
C  0.48  -2.85  -5.13  -0.55
C  -0.29  -1.66  -5.74  -0.05
C  -0.36  -4.12  -5.35  -0.07
C  1.82  -3.04  -5.86  -0.06
C  -1.64  -2.36  0.99  -0.32
O  -0.68  -1.92  1.71  -0.21
C  -5.02  -3.79  -1.43  -0.56
C  -6.14  -4.37  -0.55  -0.06
C  -5.55  -2.55  -2.18  -0.06
C  -4.63  -4.82  -2.50  -0.07
H  -1.47  2.35  4.22  0.10
H  -1.15  0.68  4.77  0.08
H  -2.72  1.08  4.02  0.09
H  -4.24  -0.96  2.64  0.12
H  -2.47  -0.98  2.97  0.11
H  -5.01  -2.00  0.59  0.10
H  -2.32  -4.62  -1.46  0.09
H  -0.14  -4.99  -0.49  0.12
H  0.45  -3.81  0.72  0.11
H  -0.50  -4.10  -2.84  0.10
H  1.91  -0.80  -4.06  0.11
H  3.63  0.03  -2.34  0.12
H  3.20  -0.23  -0.62  0.12
H  2.86  1.99  -3.34  0.10
H  0.25  4.60  -1.19  0.10
H  -0.37  4.05  1.01  0.12
H  0.31  2.56  1.73  0.11
H  -2.41  3.66  -0.54  0.11
H  -4.97  0.44  0.62  0.11
H  -4.87  1.75  -2.50  0.09
H  -6.52  2.35  -2.22  0.08
H  -5.91  0.95  -1.33  0.06
H  -4.02  4.09  -2.08  0.08
H  -4.38  4.90  -0.56  0.08
H  -5.66  4.63  -1.74  0.08
H  -6.49  2.15  0.86  0.07
H  -7.03  3.59  0.00  0.07
H  -5.75  3.71  1.22  0.09
H  0.47  3.76  -4.96  0.08
H  2.10  3.09  -5.12  0.07
H  1.77  4.74  -5.64  0.07
H  0.03  5.65  -3.31  0.08
H  1.37  6.52  -4.05  0.07
H  1.36  6.26  -2.31  0.08
H  3.98  3.97  -3.70  0.07
H  3.66  5.15  -2.43  0.09
H  3.61  5.65  -4.13  0.07
H  4.02  -2.84  -0.21  0.10
H  2.79  -4.10  0.14  0.10
H  3.41  -3.08  1.46  0.07
H  -1.25  -1.55  -5.24  0.09
H  -0.46  -1.80  -6.81  0.08
H  0.27  -0.74  -5.59  0.07
H  -1.34  -4.02  -4.91  0.07
H  0.14  -4.99  -4.93  0.08
H  -0.49  -4.29  -6.42  0.08
H  2.41  -2.13  -5.84  0.07
H  1.65  -3.32  -6.90  0.07
H  2.40  -3.83  -5.39  0.09
H  -6.47  -3.63  0.18  0.07
H  -5.78  -5.24  0.00  0.08
H  -6.99  -4.66  -1.16  0.07
H  -5.85  -1.78  -1.47  0.06
H  -6.42  -2.81  -2.80  0.07
H  -4.77  -2.15  -2.81  0.09
H  -4.29  -5.74  -2.05  0.08
H  -3.84  -4.42  -3.12  0.07
H  -5.49  -5.04  -3.14  0.07
O  5.13  2.18  2.61  -0.03
C  4.35  1.22  2.65  -0.68
O  3.10  1.25  2.59  -0.13
C  4.97  -0.17  2.87  -0.20
C  6.33  -0.43  2.78  -0.02
C  6.79  -1.69  3.12  -0.08
C  5.89  -2.64  3.57  -0.02
C  4.54  -2.30  3.58  -0.21
N  4.10  -1.10  3.23  0.13
C  3.44  -3.28  4.05  -0.70
O  3.82  -4.25  4.71  -0.04
O  2.28  -2.98  3.70  -0.12
H  6.99  0.36  2.46  0.10
H  7.85  -1.94  3.04  0.09
H  6.19  -3.62  3.90  0.10
O  1.52  2.36  4.49  0.11
C  1.59  1.37  5.35  -0.52
O  0.95  0.36  5.26  0.04
C  2.47  1.63  6.58  -0.23
N  3.17  2.91  6.45  -0.03
C  4.60  2.67  6.63  -0.21
C  4.78  1.23  6.15  -0.15
C  3.55  0.55  6.74  -0.11
H  1.78  1.62  7.44  0.15
H  2.81  3.63  7.06  0.12
H  2.29  2.96  4.62  0.12
H  4.90  2.76  7.69  0.11
H  5.16  3.39  6.04  0.11
H  5.71  0.80  6.50  0.11
H  4.75  1.20  5.06  0.09
H  3.71  0.33  7.80  0.11
H  3.27  -0.36  6.21  0.12



(3)
Here is an isolated molecule of C8H6N2 at a distorted geometry from the OMol25 dataset. Energies are from ωB97M-V with the def2-TZVPD basis set.

## Properties
E_HOMO (eV): -9.10
Structure (SMILES): c1ccc2nnccc2c1
Energy (Ha): -417.80952
Multiplicity: 1
Gap between HOMO and LUMO (Ha): 0.320
Relative energy (zero: lowest compared OMol25 entry of this formula, charge and spin) (eV): 3.626
Net charge: 0

Each line ends with the Löwdin charge.
Atoms and positions in Å:
C  -1.38  -1.54  -0.50  -0.16
C  -2.08  -0.65  0.36  -0.11
C  -1.54  0.41  1.03  -0.04
C  -0.13  0.66  0.80  -0.21
N  0.50  1.86  1.26  0.04
N  1.75  2.25  0.89  0.03
C  2.32  1.49  -0.15  -0.08
C  1.70  0.31  -0.78  0.03
C  0.37  -0.06  -0.30  -0.17
C  -0.15  -1.31  -0.89  -0.07
H  -1.80  -2.67  -0.57  0.16
H  -3.14  -1.22  0.46  0.15
H  -2.01  0.94  1.97  0.15
H  3.16  1.90  -0.29  0.01
H  2.15  -0.30  -1.69  0.14
H  0.28  -2.07  -1.60  0.14